Record 1
141
Properties=species:S:1:pos:R:3:mulliken_charge:R:1 method="wB97M-V/def2-TZVPD" orbital_gap_ev=11.16
F 2.48 5.47 -0.09 -0.219
F 4.37 1.36 -1.45 -0.183
F -3.78 -2.51 -1.17 -0.285
F -4.46 4.29 -1.48 -0.214
F -6.32 3.52 2.73 -0.220
F -3.99 -6.06 3.18 -0.233
F 6.34 1.92 -0.82 -0.271
F -5.72 -4.76 3.19 -0.256
F 2.75 -2.90 -0.18 -0.158
F 1.16 1.30 6.75 -0.264
F 2.83 -3.72 1.93 -0.263
F 4.97 0.95 0.60 -0.263
F -7.69 1.82 2.58 -0.243
F -3.56 -3.95 -5.56 -0.249
F -4.33 6.57 -1.45 -0.257
F -4.31 -4.67 1.50 -0.175
F -2.34 -1.59 0.28 -0.074
F 4.22 -4.43 0.39 -0.255
F -4.68 5.37 0.31 -0.254
F -2.53 -5.42 -6.65 -0.237
F 3.07 1.77 7.26 -0.274
F -1.88 -1.56 -1.72 -0.203
F -1.76 -3.28 -6.59 -0.214
F -6.79 2.24 4.51 -0.213
F 3.70 3.84 0.44 -0.202
F 4.57 5.82 0.22 -0.287
F 2.53 1.32 5.19 -0.227
O 2.93 4.75 -2.60 -0.289
O 2.13 4.00 4.85 -0.096
O 2.14 -5.65 -0.92 -0.659
O -4.21 1.90 2.84 -0.362
O -4.85 -0.13 -1.31 -0.225
O -2.06 6.27 0.37 -0.533
O -3.67 -3.73 4.90 -0.570
O 0.78 -5.13 0.90 -0.260
O 5.51 -0.92 -2.08 -0.126
O -1.69 4.69 -1.27 -0.357
O 7.18 -0.61 -0.49 -0.588
O -1.99 -5.19 -3.69 -0.532
O 1.03 -1.03 -0.04 0.389
O 1.38 4.12 7.04 -0.514
O -0.12 -4.40 -4.70 -0.340
O 1.27 0.81 -1.33 -0.552
O 5.06 4.14 -2.09 -0.588
O -5.56 0.06 2.76 -0.516
O 0.97 -1.28 -2.19 0.719
O -2.63 -3.18 2.93 -0.129
O -2.78 0.90 -1.15 -0.639
C 3.64 4.98 -0.28 1.041
C -5.62 1.11 -1.33 0.121
C 0.67 -0.95 -3.52 -0.456
C 2.95 -4.00 0.60 1.012
C 1.88 -5.08 0.15 0.362
C 0.92 -4.86 -3.81 0.022
C -4.01 5.41 -0.79 0.784
C 1.98 -0.34 2.16 -0.949
C -5.42 1.27 2.86 0.463
C -6.37 1.34 -2.64 -1.413
C 2.99 4.42 -3.92 -0.412
C -1.46 -4.67 -4.66 0.496
C -1.41 -5.27 0.07 0.115
C 2.17 1.94 6.32 0.888
C -1.57 -2.49 3.59 0.875
C -0.24 -6.05 0.64 -0.586
C 6.09 -0.31 -1.02 -0.143
C -2.29 -4.32 -5.91 0.790
C 6.07 -2.09 -2.70 -0.189
C -4.40 -4.89 2.88 0.761
C 3.95 4.56 -1.78 0.356
C 2.67 2.96 -4.14 -0.658
C -2.88 -1.47 -0.94 1.202
C 5.39 0.99 -0.69 1.330
C 1.25 -0.41 -1.24 -0.271
C -0.30 4.46 -1.16 -0.134
C 2.30 -4.70 -4.48 -1.127
C 5.56 -1.93 -4.19 -1.052
C -0.28 -3.39 3.86 -1.129
C 1.87 5.37 4.72 -0.404
C -2.97 1.19 2.69 0.715
C 2.00 5.78 3.26 -0.816
C 0.82 -0.22 1.20 2.162
C 0.05 3.61 0.12 0.056
C -3.46 -0.15 -1.16 -0.060
C -2.48 5.38 -0.37 0.374
C -6.57 2.22 3.24 0.752
C 1.89 3.48 6.12 0.262
C -2.22 0.91 4.03 -1.044
C -3.49 -3.87 3.65 0.391
H -4.87 1.89 -1.20 0.091
H 2.32 -3.64 -4.75 0.213
H 2.33 5.05 -4.52 0.313
H 0.63 -4.22 -2.98 -0.042
H -1.15 0.81 3.84 0.176
H 2.48 6.75 3.12 0.424
H 0.02 3.96 -2.07 0.108
H -7.20 0.64 -2.74 0.358
H -1.07 -4.60 -0.72 -0.238
H -2.33 1.72 4.74 0.439
H 1.69 0.31 2.99 0.376
H -0.14 -0.61 1.53 -0.868
H -1.89 -4.62 0.79 -0.346
H 2.96 -0.17 1.73 0.126
H -1.27 -1.66 2.96 -0.827
H 2.55 5.90 5.40 0.366
H 3.98 4.74 -4.24 0.423
H 0.86 -1.87 -4.07 0.007
H 0.11 4.25 0.99 0.297
H -0.40 -0.74 -3.64 0.118
H 7.15 -2.22 -2.56 0.393
H 2.91 2.66 -5.16 0.463
H 2.62 5.11 2.66 0.021
H -6.28 1.20 -0.47 0.299
H -5.68 1.26 -3.48 0.370
H 0.61 0.80 0.88 -1.123
H 0.53 -2.88 4.37 0.430
H 1.34 -0.14 -3.80 0.105
H -1.87 -1.99 4.51 0.459
H 3.03 -4.92 -3.71 0.327
H 6.04 -1.05 -4.63 0.353
H -0.59 -4.13 4.59 0.469
H 5.98 -2.65 -4.89 0.432
H 1.64 2.60 -4.06 0.270
H 2.28 -5.30 -5.40 0.361
H 0.08 -6.96 0.14 0.505
H 1.03 5.89 2.78 0.262
H 4.48 -1.83 -4.30 0.135
H 0.01 -3.91 2.94 0.005
H -2.59 -0.08 4.29 0.165
H -6.68 2.39 -2.64 0.372
H -2.16 -5.92 -0.39 0.460
H 3.23 2.28 -3.50 -0.065
H -3.05 0.31 2.05 0.037
H 0.20 5.43 -1.09 0.405
H -0.61 -6.26 1.65 0.315
H 1.09 3.36 -0.09 -0.215
H -2.29 1.81 2.11 -0.051
H 5.56 -2.96 -2.29 0.122
H 0.90 5.80 4.99 0.324
H -0.45 2.65 0.24 -0.154
H 1.89 -1.34 2.59 0.132
H 0.69 -5.89 -3.55 0.573

---

Record 2
106
Properties=species:S:1:pos:R:3:mulliken_charge:R:1 method="wB97M-V/def2-TZVPD" charge=+1 orbital_gap_ev=6.97
Ba 0.02 -0.01 0.05 1.585
S 1.39 3.27 1.08 -0.339
S -1.43 -1.62 3.01 -0.372
N -3.00 -2.56 4.85 0.008
N 1.70 0.21 2.11 -0.302
N 2.34 4.78 -0.82 -0.077
N -0.79 -1.75 -1.45 0.698
N -1.87 -4.17 3.58 -0.432
N 1.51 0.36 -1.85 0.433
N 3.26 5.10 1.28 -0.061
N 1.52 -2.25 0.55 -0.221
N 2.63 -4.43 -9.22 -0.510
C -1.87 4.12 2.48 -1.344
C 2.04 -3.17 -4.66 0.323
C -1.77 -2.60 -1.20 -1.186
C 3.52 -1.43 1.75 -1.111
C -1.13 -3.09 -3.27 -0.592
C 3.29 4.89 2.71 -0.619
C -3.76 1.46 -0.36 0.624
C 3.14 0.04 1.89 -0.230
C 2.85 -0.10 -3.65 -0.761
C 0.77 -1.47 -3.37 0.827
C 2.40 4.46 0.48 0.097
C 2.18 5.65 3.43 -0.601
C -2.04 -6.52 4.03 -1.217
C 2.98 -2.12 0.50 -0.321
C 3.43 0.92 -2.93 -1.523
C -2.93 2.50 -0.77 -0.342
C -2.03 -3.45 -2.29 -1.350
C 2.57 1.17 -1.86 -0.633
C -2.49 3.17 1.51 0.852
C 3.18 5.75 -1.50 -0.774
C 1.65 -0.45 -2.96 -0.113
C -2.38 -5.10 4.34 0.974
C 2.28 -3.92 -8.26 -0.138
C 4.61 5.24 -1.72 -0.877
C -4.35 -3.00 6.82 -1.407
C 1.87 -3.31 -7.05 0.582
C -3.93 1.29 1.02 -0.242
C -4.51 0.61 -1.37 0.830
C -2.13 -2.88 3.82 -0.249
C -3.31 2.13 1.93 -1.160
C 1.14 -2.11 -4.66 -0.668
C -3.67 0.34 -2.62 -1.652
C 0.96 -2.25 -7.05 -0.848
C 0.60 -1.66 -5.86 0.387
C -4.98 -0.72 -0.77 -1.656
C -0.34 -2.03 -2.73 -0.574
C -3.51 -3.48 5.69 0.798
C -3.20 -4.79 5.45 -0.710
C -2.31 3.33 0.14 -0.669
C 2.42 -3.77 -5.85 -0.900
H -3.57 -5.57 6.10 0.340
H 4.61 -1.50 1.73 0.383
H -4.19 -0.36 -3.27 0.501
H -2.78 -4.21 -2.34 0.520
H -3.20 -1.57 4.98 0.245
H -2.47 -7.19 4.76 0.341
H 3.41 0.58 0.98 0.158
H 5.20 6.02 -2.20 0.380
H -5.49 -1.32 -1.52 0.458
H -2.55 4.96 2.66 0.424
H -1.03 -3.52 -4.25 0.623
H 0.55 -1.90 -7.99 0.469
H 1.77 4.17 -1.39 0.266
H 1.22 -2.89 -0.18 0.108
H 4.60 4.36 -2.36 0.193
H -4.69 -3.83 7.43 0.349
H -2.70 -0.09 -2.35 0.449
H -0.11 -0.84 -5.85 0.555
H -4.13 -1.28 -0.40 0.281
H -1.69 4.15 -0.22 0.336
H -5.41 1.18 -1.67 0.277
H 4.27 5.21 3.08 0.455
H 2.21 5.44 4.49 0.381
H -4.57 0.52 1.40 0.234
H -5.68 -0.56 0.05 0.440
H 2.45 -3.51 -3.73 0.534
H 3.19 6.68 -0.92 0.335
H -1.67 3.64 3.43 0.346
H 5.08 4.98 -0.77 0.305
H 3.18 3.82 2.88 0.201
H 4.36 1.42 -3.14 0.518
H 1.54 1.18 2.37 0.005
H 1.22 5.33 3.04 -0.068
H 3.21 -0.55 -4.55 0.547
H 3.68 5.96 0.95 0.255
H 2.70 1.92 -1.09 0.595
H -2.25 -2.62 -0.23 0.780
H -3.78 -2.31 7.44 0.357
H -2.41 -6.77 3.04 0.301
H 1.42 -0.35 2.91 0.172
H -3.50 1.26 -3.18 0.398
H 3.12 -4.58 -5.86 0.459
H 3.72 0.46 2.72 0.391
H -2.80 2.70 -1.83 0.248
H -0.96 -6.64 4.01 0.314
H 2.71 5.97 -2.46 0.429
H -0.94 4.52 2.08 0.059
H -5.22 -2.46 6.44 0.354
H 2.28 6.72 3.28 0.344
H 1.25 -2.68 1.43 0.144
H 3.23 -1.54 -0.39 0.153
H 3.47 -3.10 0.41 0.421
H -3.50 1.99 2.99 0.359
H 3.16 -1.97 2.63 0.340

---

Record 3
103
Properties=species:S:1:pos:R:3:mulliken_charge:R:1 method="wB97M-V/def2-TZVPD" charge=+1 orbital_gap_ev="7.29 / 4.69" multiplicity=5
Co 0.66 -0.01 0.10 1.126
O 0.66 -1.76 0.05 -2.079
O 0.45 1.67 -0.38 -1.714
O 2.05 0.55 2.63 -0.573
O 3.51 -0.01 0.98 -0.210
N -0.87 0.11 1.65 -0.369
N -0.85 -0.25 -1.21 -0.364
C 4.58 1.52 7.08 -2.070
C -1.11 -1.55 -1.47 1.097
C 6.61 2.36 5.92 -1.595
C -3.06 -3.50 -4.77 -1.553
C -2.04 -2.11 -2.33 -0.209
C -5.06 3.82 -2.47 -1.713
C 0.80 -4.67 -0.23 2.288
C 0.60 -4.54 1.29 -1.518
C -1.59 0.20 2.54 0.908
C -0.83 5.56 -0.42 -1.626
C -2.08 3.50 -2.21 -0.074
C 0.63 -6.15 -0.62 -2.335
C -0.18 -2.39 -0.74 0.398
C -3.88 3.38 -4.64 -1.674
C 6.42 -0.06 6.58 -1.603
C 3.73 0.87 4.42 -0.794
C 2.21 -4.22 -0.61 -1.386
C 0.34 5.21 -2.62 -1.721
C -4.56 -3.71 -2.75 -1.451
C 5.57 0.17 2.38 -1.949
C -0.89 3.33 -1.53 -0.200
C -4.25 2.79 -3.27 1.923
C 4.21 0.23 2.13 0.901
C 3.31 0.57 3.14 0.389
C -3.12 -5.61 -3.45 -2.270
C -1.40 0.92 -1.57 0.471
C -2.48 0.31 3.64 -1.207
C -3.20 -4.08 -3.35 2.043
C -2.97 2.47 -2.54 -0.867
C -0.22 -3.78 -0.92 -0.616
C -0.02 4.56 -1.27 1.978
C -5.13 1.55 -3.49 -2.066
C -0.56 2.02 -1.13 0.751
C -2.12 -3.49 -2.46 -0.910
C 5.66 1.16 6.06 1.987
C -2.61 1.17 -2.22 -0.323
C -1.20 -4.29 -1.76 -0.083
C 5.09 0.83 4.69 0.413
C 5.98 0.48 3.66 -0.480
C 1.27 4.23 -0.53 -1.984
B 2.18 0.20 1.29 1.224
H -2.70 -1.48 -2.89 0.651
H 0.87 4.50 -3.24 0.378
H 2.40 -3.21 -0.27 0.160
H 1.06 3.81 0.45 0.251
H -2.57 -0.65 4.14 0.317
H -3.91 -5.97 -4.10 0.453
H 5.05 1.75 8.03 0.434
H -6.00 4.03 -2.97 0.472
H 6.83 0.14 7.57 0.448
H -5.41 1.10 -2.54 0.411
H 6.06 3.22 5.53 0.387
H -2.35 4.50 -2.50 0.523
H -4.64 -4.09 -1.74 0.368
H -3.20 -2.43 -4.78 0.231
H -5.29 3.43 -1.48 0.383
H -2.07 -3.72 -5.17 0.387
H -1.09 5.11 0.53 0.354
H -2.09 1.04 4.35 0.318
H 3.00 1.12 5.17 0.596
H -4.70 -2.63 -2.73 0.254
H -2.17 -5.92 -3.88 0.434
H -0.34 -6.52 -0.32 0.431
H 7.02 2.62 6.89 0.444
H -3.80 -3.95 -5.43 0.466
H 7.24 -0.33 5.92 0.331
H -4.52 4.75 -2.36 0.343
H -6.03 1.84 -4.02 0.482
H -0.55 5.53 -3.15 0.332
H -1.26 -5.35 -1.90 0.740
H 2.95 -4.88 -0.15 0.473
H -4.61 0.81 -4.10 0.392
H 0.77 -3.51 1.61 0.188
H 5.75 -0.92 6.66 0.387
H 6.27 -0.09 1.60 0.482
H 1.88 3.52 -1.09 0.357
H 3.89 0.69 7.23 0.399
H 0.76 -6.28 -1.69 0.455
H -3.33 4.31 -4.54 0.354
H 1.85 5.14 -0.39 0.580
H 7.04 0.45 3.87 0.418
H -4.78 3.58 -5.22 0.469
H 1.31 -5.18 1.81 0.470
H 0.97 6.07 -2.46 0.473
H -5.36 -4.14 -3.35 0.447
H -0.24 6.45 -0.23 0.467
H -3.27 2.68 -5.20 0.375
H -0.41 -4.83 1.57 0.330
H 1.39 -6.74 -0.11 0.439
H 4.02 2.40 6.76 0.403
H -1.74 5.86 -0.93 0.337
H 7.43 2.15 5.25 0.334
H -3.47 0.64 3.30 0.324
H -3.25 -6.07 -2.48 0.435
H 2.34 -4.27 -1.69 0.333
H -3.27 0.35 -2.43 0.792

---

F_max values, unit eV Å⁻¹, following the record order: 8.1, 3.0, 3.0.
Relative energy (zero: lowest compared OMol25 entry of this formula, charge and spin) values, unit kcal/mol, following the record order: 157.9, 5.3, 82.5.
Calculated total energy values, unit eV, following the record order: -158706.4621, -78130.3201, -91842.0318.